No. 1
{"formula": "C24H19AuF6N7PSeTe", "method": "ωB97M-V/def2-TZVPD", "spin_multiplicity": 2, "gap_ev": [6.798, 3.776], "de_lowest_kj_mol": 24.8, "total_charge": 3, "energy_ha": -5054.21101, "elements": ["Au", "Te", "Se", "P", "F", "F", "F", "F", "F", "F", "N", "N", "N", "N", "N", "N", "N", "C", "C", "C", "C", "C", "C", "C", "C", "C", "C", "C", "C", "C", "C", "C", "C", "C", "C", "C", "C", "C", "C", "C", "C", "H", "H", "H", "H", "H", "H", "H", "H", "H", "H", "H", "H", "H", "H", "H", "H", "H", "H", "H"], "xyz": [[-0.33, -4.40, -0.96], [3.41, 10.90, 0.13], [-3.15, -11.81, -1.81], [1.17, 8.30, 2.62], [0.11, 9.15, 1.90], [1.87, 10.01, -0.44], [1.39, 8.46, 4.12], [2.10, 7.38, 1.79], [2.25, 9.51, 2.36], [0.15, 7.13, 2.82], [-0.31, -2.38, -0.67], [2.25, 4.94, 3.64], [-0.09, -6.48, -1.21], [-0.06, -0.43, 0.28], [-4.06, -10.31, -1.68], [-2.75, -5.72, -1.24], [-1.54, -11.03, -1.70], [0.36, 0.62, 1.16], [2.10, 1.66, 2.43], [-4.85, -7.53, -1.44], [1.28, 2.78, 2.59], [-0.54, -0.20, -0.99], [-2.48, -7.00, -1.34], [1.64, 0.58, 1.71], [-5.11, -6.18, -1.34], [1.61, -8.18, -1.35], [-0.69, -8.76, -1.46], [-0.01, 2.79, 2.08], [-0.71, -1.41, -1.57], [0.09, -1.75, 0.43], [3.62, 11.94, -1.67], [2.41, 12.42, 1.16], [-3.51, -7.96, -1.45], [-3.18, -9.34, -1.57], [1.81, 3.97, 3.21], [-4.02, -5.31, -1.24], [0.64, -9.15, -1.47], [-1.75, -9.75, -1.58], [-0.48, 1.70, 1.36], [1.20, -6.86, -1.23], [-1.04, -7.41, -1.33], [-0.76, 0.81, -1.29], [-4.18, -4.25, -1.15], [0.90, -10.20, -1.57], [3.03, 13.32, 1.10], [3.84, 11.23, -2.46], [3.10, 1.67, 2.84], [2.70, 12.48, -1.87], [2.66, -8.42, -1.36], [1.93, -6.07, -1.13], [-6.12, -5.80, -1.33], [-0.64, 3.66, 2.22], [2.29, -0.26, 1.52], [4.46, 12.63, -1.56], [-1.08, -1.65, -2.55], [0.45, -2.22, 1.33], [-1.48, 1.70, 0.96], [1.47, 12.58, 0.64], [-5.65, -8.25, -1.53], [2.26, 12.11, 2.18]]}

***

No. 2
{"formula": "C4H6N2O", "method": "ωB97M-V/def2-TZVPD", "gap_ev": 9.194, "de_lowest_kj_mol": 437.7, "energy_ha": -340.62818, "smiles": "C#C/C(=N/N)OC", "elements": ["O", "N", "N", "C", "C", "C", "C", "H", "H", "H", "H", "H", "H"], "xyz": [[0.54, 0.81, -0.04], [2.36, -0.87, -0.14], [1.11, -1.39, 0.00], [-2.28, -1.51, -0.05], [-0.54, 1.75, -0.02], [0.16, -0.54, -0.05], [-1.19, -1.06, -0.01], [-3.33, -1.80, -0.03], [2.46, 0.14, 0.08], [-1.34, 1.30, -0.70], [3.00, -1.53, 0.37], [-0.11, 2.77, -0.48], [-0.84, 1.94, 1.08]]}

***

No. 3
{"formula": "C3H4Cl4S2", "method": "ωB97M-V/def2-TZVPD", "gap_ev": [7.287, 7.391], "de_lowest_kj_mol": 170.6, "energy_ha": -2753.74586, "elements": ["Cl", "Cl", "Cl", "Cl", "S", "S", "C", "C", "C", "H", "H", "H", "H"], "xyz": [[-1.17, 1.92, 0.22], [-4.84, 0.69, 0.10], [-0.33, -1.79, 1.90], [-2.20, 0.03, -1.68], [-2.93, -1.95, 0.35], [-4.66, -1.20, 1.00], [0.40, 0.01, -0.96], [-1.76, -1.07, 1.26], [-0.93, 0.49, -0.53], [0.86, 0.61, -1.82], [0.50, -1.08, -1.22], [-2.17, -0.34, 1.93], [1.12, 0.19, -0.17]]}

***

No. 4
{"formula": "C5H13N2O", "method": "ωB97M-V/def2-TZVPD", "gap_ev": 4.176, "de_lowest_kj_mol": 762.4, "total_charge": 1, "energy_ha": -382.57127, "elements": ["O", "N", "N", "C", "C", "C", "C", "C", "H", "H", "H", "H", "H", "H", "H", "H", "H", "H", "H", "H", "H"], "xyz": [[-2.73, -0.70, -0.05], [-1.22, -1.25, -2.57], [2.85, 1.95, 4.14], [-1.56, 0.07, -0.44], [0.73, -0.21, -1.40], [1.52, -0.13, -0.13], [1.05, 0.70, 0.86], [-0.69, -0.84, -1.26], [-1.49, -0.45, -3.15], [1.27, -0.85, -2.15], [2.43, 1.76, 3.23], [2.42, -0.70, -0.05], [-3.21, -0.31, 0.66], [0.60, 0.77, -1.88], [-0.50, -1.75, -0.67], [-2.01, -1.97, -2.51], [2.33, 2.58, 4.76], [1.37, 0.40, 1.93], [-1.86, 0.96, -0.97], [3.76, 2.34, 4.01], [-0.95, 0.29, 0.42]]}

***

No. 5
{"formula": "C46H31N8O10Sn", "method": "ωB97M-V/def2-TZVPD", "gap_ev": [7.089, 6.059], "de_lowest_kj_mol": 0.0, "total_charge": -1, "energy_ha": -3176.32052, "elements": ["Sn", "O", "O", "O", "O", "O", "O", "O", "O", "O", "O", "N", "N", "N", "N", "N", "N", "N", "N", "C", "C", "C", "C", "C", "C", "C", "C", "C", "C", "C", "C", "C", "C", "C", "C", "C", "C", "C", "C", "C", "C", "C", "C", "C", "C", "C", "C", "C", "C", "C", "C", "C", "C", "C", "C", "C", "C", "C", "C", "C", "C", "C", "C", "C", "C", "H", "H", "H", "H", "H", "H", "H", "H", "H", "H", "H", "H", "H", "H", "H", "H", "H", "H", "H", "H", "H", "H", "H", "H", "H", "H", "H", "H", "H", "H", "H"], "xyz": [[0.32, -0.57, -0.37], [-2.77, 2.93, -0.58], [-2.12, -2.62, 2.59], [1.91, -0.45, -2.03], [2.13, -0.84, 0.63], [-0.11, 0.31, 1.98], [8.00, -0.27, -0.84], [0.03, -4.19, 2.26], [8.04, -0.74, -2.94], [1.36, 1.55, -0.03], [2.60, 1.51, 0.30], [7.44, -0.49, -1.91], [-1.31, 1.39, 0.41], [-0.59, -1.95, -2.55], [-0.55, 0.78, -2.50], [-2.64, -1.13, -0.56], [-0.62, -2.47, 0.82], [1.50, -3.34, -0.74], [-2.18, 3.06, 1.64], [-3.87, 0.89, 5.84], [-1.80, -2.23, 1.48], [-4.65, 0.16, -0.55], [-2.25, 0.44, 4.11], [2.61, -3.55, -1.44], [5.33, -0.71, -3.13], [-2.81, -1.38, 0.74], [-0.69, -3.26, -2.52], [-1.58, 0.89, -4.67], [1.51, -3.60, 0.56], [-3.06, 0.00, 5.16], [-2.13, 0.18, -5.79], [3.95, -0.69, -3.15], [-3.55, -0.39, -1.18], [6.00, -0.46, -1.94], [-2.16, 2.49, 0.38], [-1.07, 2.89, -3.48], [-0.56, 2.09, -2.44], [-1.05, 0.17, -3.59], [-1.74, -3.33, -4.66], [3.92, -0.19, -0.78], [-1.41, 2.31, 2.60], [3.79, -4.00, -0.87], [-4.82, -0.09, 0.81], [-3.06, 2.67, 4.44], [-0.88, 1.22, 1.65], [1.26, 5.00, 3.09], [1.61, 3.28, 4.72], [0.18, 4.30, 2.57], [-1.67, -1.93, -4.71], [-3.90, -0.89, 1.45], [1.97, 4.50, 4.16], [-1.09, -1.28, -3.61], [-3.87, 2.23, 5.48], [-1.57, 2.29, -4.59], [0.53, 2.58, 4.21], [0.23, -3.41, 1.34], [-0.21, 3.09, 3.14], [3.20, -0.44, -1.98], [2.64, -4.07, 1.22], [3.80, -4.25, 0.50], [-2.26, 1.77, 3.74], [3.11, 0.03, 0.46], [-1.27, -4.00, -3.57], [-2.17, -1.16, -5.81], [5.29, -0.18, -0.77], [-1.97, 2.87, -5.41], [-1.06, 3.97, -3.37], [-3.05, 3.72, 4.19], [-3.38, -0.21, -2.23], [3.41, -0.86, -4.07], [0.25, 1.63, 4.63], [-2.60, -1.69, -6.65], [-1.33, -5.07, -3.49], [5.83, 0.02, 0.14], [-1.62, -0.28, 3.60], [1.55, 5.95, 2.64], [2.17, 2.87, 5.55], [-3.99, -1.14, 2.50], [-2.51, 0.76, -6.63], [4.71, -4.60, 0.99], [4.68, -4.12, -1.47], [-0.29, -3.74, -1.64], [-5.33, 0.80, -1.09], [-4.51, 0.54, 6.64], [-2.19, -3.87, -5.50], [2.81, 5.06, 4.57], [-5.66, 0.33, 1.35], [-3.05, -1.05, 5.42], [2.58, -4.27, 2.28], [-2.83, 3.79, 1.87], [2.56, -3.33, -2.50], [-0.37, 4.68, 1.72], [-4.48, 2.94, 6.02], [5.90, -0.92, -4.02], [3.75, 0.17, 1.34], [-0.16, 2.54, -1.54]]}

***

No. 6
{"formula": "C24H23N3O3", "method": "ωB97M-V/def2-TZVPD", "gap_ev": 9.112, "de_lowest_kj_mol": 91.0, "energy_ha": -1318.37329, "smiles": "O=C(COc1ccc(-c2ccccc2)cc1)N1CCN(C(=O)c2cccnc2)CC1", "elements": ["O", "O", "O", "N", "N", "N", "C", "C", "C", "C", "C", "C", "C", "C", "C", "C", "C", "C", "C", "C", "C", "C", "C", "C", "C", "C", "C", "C", "C", "C", "H", "H", "H", "H", "H", "H", "H", "H", "H", "H", "H", "H", "H", "H", "H", "H", "H", "H", "H", "H", "H", "H", "H"], "xyz": [[-2.45, -2.78, 0.65], [0.61, 2.72, 3.53], [2.54, -0.17, 3.25], [-1.49, -0.81, 1.15], [-0.27, 0.68, 3.20], [-5.40, -0.33, -1.34], [2.71, 1.07, -3.16], [-0.47, -1.43, 1.97], [2.45, 1.08, -4.52], [2.20, 0.06, -2.35], [-2.65, -0.37, -1.71], [-1.40, 0.63, 1.06], [-3.49, 0.17, -2.67], [1.16, -0.93, -4.29], [2.74, -1.13, -0.23], [-4.61, -0.86, -0.42], [2.43, 0.05, -0.90], [2.83, -1.16, 1.15], [1.43, -0.95, -2.94], [2.60, 0.00, 1.89], [-3.22, -0.89, -0.54], [2.30, 1.22, -0.15], [2.05, 0.89, 4.04], [-0.35, -0.76, 3.34], [0.73, 1.51, 3.57], [2.39, 1.20, 1.23], [-4.86, 0.17, -2.43], [-2.37, -1.58, 0.47], [-1.40, 1.22, 2.48], [1.68, 0.08, -5.09], [2.78, 1.71, 4.10], [1.93, 0.47, 5.05], [1.47, 0.09, -6.15], [-2.25, 1.03, 0.50], [-1.25, -0.98, 3.93], [2.09, 2.15, -0.66], [-3.09, 0.58, -3.58], [0.52, -1.15, 3.85], [0.49, -1.37, 1.44], [3.05, -2.07, 1.67], [0.56, -1.71, -4.73], [-0.75, -2.48, 2.08], [2.91, -2.04, -0.79], [3.32, 1.84, -2.73], [1.01, -1.73, -2.31], [-1.30, 2.31, 2.45], [2.26, 2.13, 1.77], [-5.55, 0.58, -3.15], [-2.33, 0.95, 3.00], [-0.47, 0.92, 0.55], [2.85, 1.86, -5.14], [-5.09, -1.27, 0.45], [-1.58, -0.40, -1.85]]}

***

No. 7
{"formula": "C60H51AlN8O3PS", "method": "ωB97M-V/def2-TZVPD", "gap_ev": 7.283, "de_lowest_kj_mol": 0.0, "total_charge": 1, "energy_ha": -3962.80976, "elements": ["S", "P", "Al", "O", "O", "O", "N", "N", "N", "N", "N", "N", "N", "N", "C", "C", "C", "C", "C", "C", "C", "C", "C", "C", "C", "C", "C", "C", "C", "C", "C", "C", "C", "C", "C", "C", "C", "C", "C", "C", "C", "C", "C", "C", "C", "C", "C", "C", "C", "C", "C", "C", "C", "C", "C", "C", "C", "C", "C", "C", "C", "C", "C", "C", "C", "C", "C", "C", "C", "C", "C", "C", "C", "C", "H", "H", "H", "H", "H", "H", "H", "H", "H", "H", "H", "H", "H", "H", "H", "H", "H", "H", "H", "H", "H", "H", "H", "H", "H", "H", "H", "H", "H", "H", "H", "H", "H", "H", "H", "H", "H", "H", "H", "H", "H", "H", "H", "H", "H", "H", "H", "H", "H", "H", "H"], "xyz": [[-2.46, -0.92, 0.21], [2.51, 1.54, -0.94], [-0.41, 0.13, -0.01], [-0.36, -5.31, 4.73], [-2.23, 3.47, -0.87], [-1.31, 1.62, -0.11], [1.37, -1.04, -0.68], [1.00, 2.35, -3.18], [3.57, -1.00, -0.79], [2.09, 3.05, 1.39], [0.26, -1.21, 1.58], [0.05, -2.93, 3.30], [0.68, 1.37, 1.19], [0.05, 0.74, -1.99], [-1.48, 1.94, -7.31], [-3.12, 1.02, -3.70], [-3.33, -1.69, -3.15], [-1.53, 3.13, 3.55], [-4.44, -0.98, -3.55], [1.47, 4.36, 5.96], [-2.00, 0.30, -3.28], [-0.58, 2.48, -5.14], [-6.01, 1.77, -0.77], [4.23, -3.36, -0.69], [-2.88, 0.74, 3.79], [-0.40, -3.37, -0.50], [-4.77, 2.36, -0.68], [3.21, -2.31, -0.75], [1.50, 6.26, 4.50], [4.92, -0.50, -0.86], [1.47, -4.82, -0.79], [6.18, -5.32, -0.53], [1.82, -2.34, -0.69], [5.98, -4.64, -1.72], [-2.11, -1.06, -3.01], [5.01, -3.66, -1.80], [-1.00, 1.54, -6.09], [0.63, -5.92, -0.69], [1.43, 5.43, 3.40], [5.41, -5.02, 0.58], [-0.73, 0.99, -3.08], [-6.12, 0.40, -0.58], [-2.34, 2.33, -0.47], [0.96, -4.86, 4.50], [-0.73, -5.75, -0.47], [0.97, -3.52, -0.67], [1.39, 3.52, 4.87], [-4.34, 0.38, -3.83], [1.02, -3.33, 4.30], [1.96, 3.32, -3.60], [-0.95, 1.97, 3.02], [-3.63, 1.61, -0.42], [0.22, -2.03, 2.40], [3.14, 3.98, 1.08], [-3.43, 1.88, 4.34], [1.52, 5.73, 5.78], [-0.63, 3.83, -5.47], [-0.14, 1.99, -3.84], [1.08, 1.58, -2.06], [4.44, -4.05, 0.51], [-2.74, 3.08, 4.20], [-5.00, -0.35, -0.28], [-1.56, 3.29, -7.62], [1.72, 1.99, 0.64], [2.44, -0.26, -0.74], [1.23, 3.12, 2.45], [-1.30, -3.44, 3.53], [-1.12, 4.23, -6.70], [-1.21, -4.96, 3.66], [-1.24, -4.47, -0.39], [-1.66, 0.78, 3.14], [1.36, 4.05, 3.58], [-3.74, 0.23, -0.19], [0.32, 2.09, 2.29], [-3.41, -2.75, -2.94], [1.96, 3.37, -4.69], [-1.69, -3.01, 4.46], [-1.18, 5.28, -6.94], [-1.27, -0.12, 2.71], [3.58, 4.35, 2.01], [-4.63, 3.42, -0.83], [2.95, 3.03, -3.25], [-0.33, 4.58, -4.75], [1.38, 5.85, 2.41], [-1.94, -3.15, 2.70], [-3.03, 2.07, -3.91], [-1.97, 3.60, -8.57], [2.02, -3.04, 3.99], [1.57, 6.39, 6.64], [-0.94, 0.49, -5.84], [-1.04, 4.08, 3.42], [-1.37, -6.61, -0.38], [6.94, -6.09, -0.47], [1.05, -6.91, -0.78], [3.90, 3.49, 0.49], [-4.38, 1.85, 4.85], [6.58, -4.88, -2.58], [2.52, -4.99, -0.98], [-5.40, -1.47, -3.65], [-2.30, -4.30, -0.23], [-0.81, -2.38, -0.45], [-7.08, -0.08, -0.69], [4.85, -3.13, -2.73], [1.38, -5.36, 3.62], [-0.86, -5.40, 2.72], [0.78, -2.83, 5.25], [1.49, 3.94, 6.96], [-1.23, -1.61, -2.71], [-6.88, 2.37, -0.98], [-5.08, -1.41, -0.12], [5.57, -5.55, 1.51], [-2.19, -5.38, 3.90], [3.83, -3.80, 1.37], [-3.42, -0.20, 3.85], [2.75, 4.83, 0.51], [4.98, 0.47, -0.38], [1.53, -5.13, 5.39], [5.59, -1.20, -0.35], [5.24, -0.41, -1.90], [1.54, 7.33, 4.36], [-5.20, 0.94, -4.13], [-1.81, 1.20, -8.03], [1.33, 2.45, 5.01], [1.72, 4.31, -3.20], [-3.16, 3.99, 4.61]]}

***

No. 8
{"formula": "C2H3FNP", "method": "ωB97M-V/def2-TZVPD", "gap_ev": [7.120, 7.097], "de_lowest_kj_mol": 210.1, "energy_ha": -573.85294, "elements": ["P", "F", "N", "C", "C", "H", "H", "H"], "xyz": [[3.30, -0.39, -0.58], [3.03, 0.57, 0.71], [-0.20, 0.95, -0.81], [-1.84, -0.50, 0.42], [-0.83, 0.22, -0.07], [-2.26, -0.29, 1.37], [-2.05, -1.47, -0.14], [0.86, 0.91, -0.89]]}

***

No. 9
{"formula": "C4H7NO2", "method": "ωB97M-V/def2-TZVPD", "spin_multiplicity": 2, "gap_ev": [7.866, 4.295], "de_lowest_kj_mol": 35.9, "total_charge": 1, "energy_ha": -361.48599, "elements": ["O", "O", "N", "C", "C", "C", "C", "H", "H", "H", "H", "H", "H", "H"], "xyz": [[-1.37, -1.01, 1.37], [0.97, 3.10, 0.85], [-1.10, -2.18, -0.56], [1.01, 2.14, 0.11], [-0.93, -1.08, 0.25], [-0.08, -0.02, -0.43], [0.70, 0.80, 0.64], [1.66, 0.36, 0.93], [0.64, -0.47, -1.09], [-0.76, 0.62, -0.99], [1.26, 2.36, -0.94], [-1.59, -3.03, -0.33], [0.09, 0.68, 1.55], [-0.50, -2.27, -1.36]]}

***

No. 10
{"formula": "C36H48N2O5", "method": "ωB97M-V/def2-TZVPD", "spin_multiplicity": 3, "gap_ev": [7.269, 8.059], "energy_ha": -1886.13139, "elements": ["O", "O", "O", "O", "O", "N", "N", "C", "C", "C", "C", "C", "C", "C", "C", "C", "C", "C", "C", "C", "C", "C", "C", "C", "C", "C", "C", "C", "C", "C", "C", "C", "C", "C", "C", "C", "C", "C", "C", "C", "C", "C", "C", "H", "H", "H", "H", "H", "H", "H", "H", "H", "H", "H", "H", "H", "H", "H", "H", "H", "H", "H", "H", "H", "H", "H", "H", "H", "H", "H", "H", "H", "H", "H", "H", "H", "H", "H", "H", "H", "H", "H", "H", "H", "H", "H", "H", "H", "H", "H", "H"], "xyz": [[-1.36, 3.92, -3.44], [1.75, -1.46, 2.79], [4.41, -0.67, 0.19], [-4.99, -0.20, -0.73], [0.40, 2.37, 1.36], [2.61, -1.94, 3.64], [-5.10, -0.41, -2.01], [1.63, -4.59, 4.50], [5.31, 3.93, -0.42], [3.20, -3.19, 3.08], [0.65, 2.06, -1.03], [6.17, 3.76, -1.50], [1.64, 1.06, -3.48], [-6.58, 1.53, -2.60], [3.04, -2.05, 6.07], [1.70, 1.15, -1.06], [1.94, -2.05, 4.97], [3.71, -2.97, 1.66], [0.61, 2.00, -3.46], [4.45, -3.63, 3.86], [3.88, 0.39, -0.03], [-2.62, -0.15, -2.07], [-6.47, 0.01, -2.44], [6.26, 2.51, -2.09], [-7.57, -0.41, -1.46], [-3.95, 0.24, -2.70], [-1.01, 3.48, -2.36], [-5.42, 2.21, -3.31], [-4.09, 1.76, -2.71], [4.68, 1.59, -0.55], [4.58, 2.84, 0.03], [2.38, 0.66, 0.21], [1.04, -3.30, 5.06], [2.17, 0.66, -2.27], [0.11, 2.47, -2.27], [1.05, -0.85, 5.32], [-3.83, -0.23, -4.16], [-6.81, -0.75, -3.76], [-1.64, 3.95, -1.09], [-1.15, 3.54, 0.08], [5.53, 1.43, -1.63], [2.20, -4.34, 3.10], [0.04, 2.62, 0.23], [5.61, 0.45, -2.09], [-6.85, -0.08, -4.62], [-1.79, 0.28, -2.64], [4.02, -1.78, 5.66], [-6.09, -1.54, -3.97], [0.72, -0.94, 6.35], [2.67, -5.26, 2.73], [1.99, 0.68, -4.44], [-2.49, -1.24, -2.07], [1.92, -0.25, 0.62], [2.97, -0.08, -2.31], [0.16, -0.81, 4.70], [5.21, 4.90, 0.06], [2.85, -1.31, 6.84], [1.37, -4.14, 2.41], [-3.73, -1.32, -4.22], [-6.67, 1.99, -1.61], [3.14, -3.02, 6.56], [6.95, 2.38, -2.93], [-1.65, 3.87, 0.99], [4.25, -3.93, 4.89], [-7.52, 1.77, -3.12], [0.85, -5.35, 4.44], [-2.50, 4.61, -1.12], [-7.77, -1.26, -3.69], [0.75, -3.46, 6.10], [-8.54, -0.20, -1.91], [1.59, 0.09, 5.21], [6.77, 4.59, -1.85], [-3.27, 2.21, -3.28], [0.11, -3.10, 4.52], [0.22, 2.33, -4.42], [4.90, -4.50, 3.39], [-7.53, 0.15, -0.53], [4.44, -2.17, 1.63], [4.20, -3.87, 1.29], [-5.45, 2.01, -4.39], [-7.53, -1.47, -1.23], [5.20, -2.84, 3.89], [2.36, 1.42, 1.01], [2.92, -2.74, 0.95], [-2.52, 0.21, -1.05], [-4.01, 2.16, -1.69], [2.40, -4.98, 5.16], [-2.94, 0.20, -4.63], [3.93, 3.01, 0.89], [-5.51, 3.30, -3.21], [-4.66, 0.06, -4.80]]}